P:
C3H7IN | wB97M-V/def2-TZVPD

HOMO-LUMO gap, Eh: 0.36182
LUMO, eV: -3.814
Total charge: +1
Structure (SMILES): [NH3+]C1(I)CC1

XYZ file:
```
12
Properties=species:S:1:pos:R:3:lowdin_charge:R:1
C -1.0019 -0.6622 0.3853 -0.207
C 0.4185 -1.0667 0.7107 -0.049
C -0.0864 0.4771 0.7563 -0.922
N 0.3667 1.3494 -0.3025 0.163
I -0.5356 1.4718 2.5292 1.020
H -1.4335 -0.6013 -0.7077 0.149
H -1.8117 -1.0912 1.0131 0.119
H 0.4582 -1.5689 1.6927 0.124
H 0.9604 -1.2253 -0.2176 0.108
H 0.0931 2.2641 -0.0651 0.096
H -0.0669 1.1878 -1.2694 0.216
H 1.3733 1.4683 -0.4315 0.183
```

Q:
C3H7IN | wB97M-V/def2-TZVPD

HOMO-LUMO gap, Eh: 0.31276
LUMO, eV: -4.146
Total charge: +1
Structure (SMILES): [NH3+]C/C=C/I

XYZ file:
```
12
Properties=species:S:1:pos:R:3:lowdin_charge:R:1
C 0.8095 -0.2196 0.3184 -0.222
C 1.8942 0.3993 -0.2731 -0.592
C -0.5678 0.4392 0.2009 -0.181
N -1.6434 -0.5495 -0.2207 0.163
I 3.9838 -0.0171 -0.0503 0.831
H 0.8674 -1.1229 0.9295 0.100
H 1.6359 1.2209 -0.8991 0.019
H -0.7822 0.7420 1.2927 0.157
H -0.4114 1.4337 -0.2686 0.135
H -1.3488 -1.1805 -1.0720 0.224
H -2.5541 -0.0470 -0.5509 0.214
H -1.8831 -1.0986 0.5930 0.152
```

R:
C3H7IN | wB97M-V/def2-TZVPD

HOMO-LUMO gap, Eh: 0.33319
LUMO, eV: -5.401
Total charge: +1

XYZ file:
```
12
Properties=species:S:1:pos:R:3:lowdin_charge:R:1
C 1.1325 -0.7603 -0.2186 -0.052
C -2.9028 -0.6592 -0.3296 -0.437
C 2.3172 1.2917 -0.1038 -0.124
N 2.1206 -0.0538 -0.1677 -0.015
I -1.1596 0.4866 0.1716 1.157
H 0.9188 -1.7756 -0.2489 0.073
H -3.7391 -0.2410 0.1606 -0.003
H -2.6366 -1.6987 0.0672 0.044
H 3.3052 1.3725 0.5077 0.146
H 2.4225 1.9663 -1.0356 0.147
H 1.3636 1.7120 0.3707 0.054
H -3.0185 -0.6801 -1.4002 0.010
```

Verdict on stability: R comes out at the bottom.

P:
C2H6B2 | wB97M-V/def2-TZVPD

HOMO-LUMO gap (spin up / spin down), Eh: 0.30097 / 0.29365
LUMO (spin up / spin down), eV: -1.362 / -1.173

XYZ file:
```
10
Properties=species:S:1:pos:R:3:lowdin_charge:R:1
B -0.0534 0.4420 -0.5108 -0.354
B -0.7133 -0.6146 1.6435 -0.081
C 0.7548 0.7216 -1.7810 0.127
C 0.2527 -0.5495 0.5855 -0.018
H 0.0647 1.1837 -2.5616 0.060
H -1.0964 0.8027 -0.3722 0.029
H -0.4232 -0.2932 2.7413 0.050
H -1.7771 -0.9220 1.3604 0.038
H 1.8096 0.3987 -1.8719 0.044
H 1.1815 -1.1694 0.7669 0.105
```

Q:
C2H6B2 | wB97M-V/def2-TZVPD

HOMO-LUMO gap, Eh: 0.36554
LUMO, eV: -0.402
Structure (SMILES): BC#C.B

XYZ file:
```
10
Properties=species:S:1:pos:R:3:lowdin_charge:R:1
B -2.7292 0.0421 -0.0084 0.144
B 2.5102 0.8736 0.0176 -0.034
C 1.5786 -0.2956 -0.0132 -0.114
C 0.8627 -1.2684 -0.0212 0.104
H -2.0815 -0.9155 -0.1361 -0.062
H -2.8119 0.8065 -0.8828 -0.043
H 3.6146 0.7288 -0.3399 0.012
H 2.1341 1.9054 0.4190 0.010
H -3.3136 0.2370 0.9783 -0.044
H 0.2362 -2.1138 -0.0133 0.027
```

Verdict on stability: P comes out at the bottom.

P:
C6H5NO | wB97M-V/def2-TZVPD

HOMO-LUMO gap, Eh: 0.34442
LUMO, eV: 0.450

XYZ file:
```
13
Properties=species:S:1:pos:R:3:lowdin_charge:R:1
C 1.4043 -0.3360 0.0592 -0.273
C 1.2051 1.2804 0.1172 0.032
C -1.5876 0.9152 -0.0284 -0.103
C -2.2245 -0.2676 -0.0573 -0.137
C -1.2689 -1.2511 0.0494 -0.039
C -0.0408 -0.5520 0.2131 -0.170
H 1.7088 1.7201 1.0670 0.146
H 1.4064 1.6665 -0.9805 0.152
H -2.0758 1.9038 -0.2113 0.126
H -3.3364 -0.5421 -0.4001 0.159
H -1.4629 -2.3563 0.2656 0.130
N -0.2066 0.7646 -0.0487 -0.064
O 2.5350 -0.8097 -0.1899 0.041
```

Q:
C6H5NO | wB97M-V/def2-TZVPD

HOMO-LUMO gap, Eh: 0.40976
LUMO, eV: 0.856

XYZ file:
```
13
Properties=species:S:1:pos:R:3:lowdin_charge:R:1
C 1.2102 -0.5469 1.2315 -0.137
C 0.2105 0.4034 0.7382 -0.213
C 0.1241 0.9754 -0.6592 -0.358
C -1.1591 -0.0262 0.2692 -0.117
C -0.8189 -0.9341 -1.0976 0.027
C 0.1116 -0.1852 -1.6291 -0.038
H 0.0303 1.4238 1.2786 0.196
H 0.8180 1.8112 -0.6290 0.153
H -1.9174 -0.3317 0.8204 0.094
H -1.2233 -1.9628 -1.3703 0.126
H 0.5887 -0.0957 -2.6941 0.151
N 1.8644 -1.3712 1.7434 0.148
O -1.1772 1.3294 -0.3409 -0.033
```

R:
C6H5NO | wB97M-V/def2-TZVPD

HOMO-LUMO gap, Eh: 0.27733
LUMO, eV: -0.620

XYZ file:
```
13
Properties=species:S:1:pos:R:3:lowdin_charge:R:1
C 0.1311 0.7950 1.3792 -0.494
C 0.7906 0.8375 0.1264 0.005
C -0.0789 0.1139 -0.7675 -0.330
C -1.1525 -0.4100 -0.1448 -0.045
C 0.3518 -0.5266 -2.0755 -0.048
C 0.2195 -1.3213 -3.1167 0.075
H 1.4149 1.2570 3.0570 0.334
H 1.7934 1.1916 -0.3556 0.139
H -1.9762 -1.3828 0.1038 0.209
H -1.4686 -0.2639 1.9346 0.136
H 0.8142 -1.8052 -3.8998 0.012
N -0.9638 0.1263 1.1789 0.032
O 0.1244 1.3885 2.5798 -0.026
```

Verdict on stability: R comes out at the bottom.